84
Properties=species:S:1:pos:R:3 method="wB97M-V/def2-TZVPD" homo_ha="-0.2239 / -0.1700" relative_energy_kcal_mol=193.3 orbital_gap_ev="5.79 / 4.29"
Ba -1.87 0.60 -2.69
C -4.26 6.06 -2.91
C -4.15 4.57 -3.21
O -2.87 4.04 -2.80
P -2.66 3.35 -1.36
S -0.74 2.95 -1.21
S -4.02 1.94 -1.05
O -2.99 4.60 -0.39
C -2.92 4.41 1.03
C -3.92 5.33 1.69
H -5.22 6.43 -3.27
H -3.46 6.60 -3.42
H -4.18 6.23 -1.84
H -4.21 4.39 -4.28
H -4.95 4.01 -2.72
H -1.90 4.62 1.36
H -3.14 3.36 1.27
H -3.74 6.36 1.36
H -3.81 5.29 2.77
H -4.93 5.05 1.42
C 4.55 1.69 -1.33
N 3.58 0.95 -2.10
C 2.24 1.05 -2.11
N 1.72 0.06 -2.82
C 2.82 -0.62 -3.23
N 3.95 -0.12 -2.82
C 4.77 1.07 0.03
C 5.69 1.65 0.90
C 5.95 1.05 2.14
C 5.28 -0.10 2.52
C 4.33 -0.67 1.65
C 4.10 -0.07 0.41
C 3.61 -1.84 2.03
N 3.64 -2.48 3.18
N 2.72 -3.46 3.14
C 2.11 -3.40 1.96
O 2.64 -2.36 1.20
C 0.96 -4.09 1.53
C 0.37 -5.08 2.34
C -0.81 -5.68 1.95
C -1.45 -5.30 0.76
C -0.87 -4.33 -0.06
C -1.59 -3.97 -1.34
N -1.02 -2.83 -2.04
C -1.44 -1.56 -2.03
N -0.61 -0.81 -2.73
C 0.31 -1.70 -3.16
N 0.10 -2.94 -2.77
C 0.32 -3.73 0.32
H 4.23 2.73 -1.24
H 5.48 1.66 -1.90
H 1.68 1.84 -1.62
H 2.77 -1.50 -3.85
H 6.23 2.54 0.60
H 6.68 1.49 2.80
H 5.47 -0.57 3.47
H 3.40 -0.55 -0.27
H 0.87 -5.37 3.25
H -1.26 -6.45 2.56
H -2.38 -5.77 0.46
H -2.63 -3.72 -1.13
H -1.57 -4.83 -2.02
H -2.33 -1.20 -1.53
H 1.15 -1.44 -3.79
H 0.80 -3.01 -0.34
S -5.00 -1.82 -1.40
C -3.44 -1.87 -1.59
N 0.22 -1.61 2.44
C -1.25 -1.80 2.27
C -1.65 -1.15 0.94
N -1.29 0.26 0.88
C 0.13 0.45 1.14
C 0.57 -0.16 2.47
H 0.70 -2.03 1.64
H 0.58 -2.11 3.26
H -1.75 -1.32 3.11
H -1.47 -2.87 2.28
H -2.72 -1.26 0.79
H -1.15 -1.67 0.12
H -1.85 0.81 1.51
H 0.37 1.51 1.12
H 0.70 -0.02 0.32
H 0.04 0.30 3.31
H 1.64 -0.05 2.63



86
Properties=species:S:1:pos:R:3 method="wB97M-V/def2-TZVPD" homo_ha=-0.3616 orbital_gap_ev=6.10 charge=+1
Rh 0.97 0.50 -1.33
C 1.08 3.50 -1.50
N 0.95 2.26 -2.32
C -0.31 2.31 -3.12
C -1.43 1.77 -2.26
N -1.05 0.40 -1.92
C -2.07 -0.47 -1.61
C -2.04 -1.80 -2.06
F -1.11 -2.19 -2.94
C -2.97 -2.75 -1.68
F -2.85 -4.01 -2.12
C -4.05 -2.40 -0.89
F -4.95 -3.31 -0.51
C -4.18 -1.08 -0.51
F -5.20 -0.70 0.27
C -3.22 -0.15 -0.87
F -3.40 1.11 -0.43
C 2.19 2.12 -3.14
C 3.37 1.87 -2.21
N 2.94 0.92 -1.19
C 3.81 0.06 -0.61
C 5.20 0.15 -0.55
F 5.83 1.22 -1.06
C 5.98 -0.82 0.06
F 7.30 -0.67 0.08
C 5.42 -1.94 0.66
F 6.17 -2.86 1.24
C 4.04 -2.05 0.64
F 3.43 -3.11 1.18
C 3.30 -1.07 0.03
F 1.92 -1.24 0.02
H 1.40 4.30 -2.17
H 1.81 3.36 -0.71
H 0.12 3.75 -1.07
H -0.17 1.68 -4.00
H -0.48 3.35 -3.43
H -2.37 1.80 -2.82
H -1.55 2.42 -1.38
H 2.33 3.01 -3.77
H 2.02 1.27 -3.80
H 3.72 2.81 -1.77
H 4.20 1.50 -2.83
C -1.67 -1.47 4.27
C -1.30 -2.64 3.37
C -1.58 -2.41 1.88
C -0.81 -1.25 1.25
N -1.48 0.02 1.53
C -0.96 1.23 1.42
S 0.64 1.51 0.80
N -1.65 2.25 1.90
C -1.31 3.67 1.83
C -2.11 4.47 2.84
C -1.63 4.37 4.29
C -1.75 2.98 4.92
H -1.53 -1.73 5.32
H -2.72 -1.19 4.15
H -1.06 -0.59 4.07
H -1.86 -3.52 3.68
H -0.25 -2.88 3.49
H -2.65 -2.27 1.71
H -1.32 -3.32 1.33
H -0.76 -1.39 0.17
H 0.20 -1.20 1.65
H -2.43 -0.05 1.88
H -2.54 2.05 2.32
H -1.52 4.03 0.81
H -0.24 3.79 2.01
H -3.17 4.18 2.77
H -2.07 5.52 2.53
H -2.20 5.08 4.88
H -0.59 4.70 4.34
H -2.77 2.60 4.86
H -1.49 3.02 5.98
H -1.08 2.26 4.46
S 1.71 -0.99 -3.19
C 1.28 -2.62 -2.94
N 1.24 -3.48 -3.96
C 0.83 -4.82 -3.55
C 0.64 -4.66 -2.03
N 0.95 -3.25 -1.81
H 1.33 -3.17 -4.91
H 1.60 -5.55 -3.80
H -0.10 -5.10 -4.05
H 1.32 -5.29 -1.46
H -0.38 -4.88 -1.72
H 1.12 -2.84 -0.91